# 1
# C36H104N8O12

A cluster of 12 separate species, C36H104N8O12 in total in a non-equilibrium geometry (ωB97M-V/def2-TZVPD, the OMol25 dataset).

Last column: Löwdin charge in e.
Positions of all 160 atoms, in Å:
C (4.22136, 1.70906, -1.60817)  -0.033
C (5.47827, 0.98298, -2.15735)  -0.440
C (6.16616, 1.63263, -3.32237)  -0.224
O (5.19841, 1.58539, -4.35223)  -0.165
C (5.76493, 2.16373, -5.49263)  -0.127
N (6.40892, 0.76915, -1.06932)  0.027
H (3.78039, 2.41565, -2.31128)  0.072
H (4.54421, 2.29384, -0.74684)  0.050
H (3.45715, 1.03805, -1.21596)  0.059
H (5.15429, 0.01834, -2.54801)  0.132
H (6.99800, 0.95112, -3.50037)  0.127
H (6.56015, 2.63098, -3.13219)  0.133
H (6.16430, 1.33957, -6.08370)  0.092
H (6.52990, 2.91979, -5.31570)  0.082
H (5.08274, 2.76452, -6.09408)  0.086
H (7.33983, 0.38531, -1.14789)  0.074
H (5.87503, 0.09906, -0.53449)  0.071
C (-6.23252, 6.25437, 1.92691)  -0.079
C (-4.86437, 6.30120, 1.33795)  -0.445
C (-3.87563, 5.21491, 1.69858)  -0.209
O (-2.55979, 5.36387, 1.11815)  -0.169
C (-1.71534, 4.26519, 1.52856)  -0.083
N (-5.03344, 6.18266, -0.13689)  0.040
H (-6.75341, 5.31932, 1.72088)  0.076
H (-6.97175, 6.85656, 1.39869)  0.079
H (-6.21964, 6.38975, 3.00840)  0.083
H (-4.45239, 7.27368, 1.60750)  0.134
H (-4.39565, 4.28619, 1.46372)  0.111
H (-3.75730, 5.18088, 2.78160)  0.116
H (-2.24021, 3.31813, 1.40333)  0.065
H (-1.29868, 4.37117, 2.53019)  0.078
H (-0.82465, 4.27790, 0.90039)  0.083
H (-4.12780, 6.33736, -0.55641)  0.064
H (-5.65322, 6.91135, -0.46090)  0.063
C (-1.75601, -5.93652, -4.08763)  -0.048
C (-1.51981, -5.48457, -2.57829)  -0.404
C (-2.42540, -4.34012, -2.12875)  -0.169
O (-2.29044, -4.09350, -0.68253)  -0.206
C (-2.81018, -2.84952, -0.17520)  -0.099
N (-1.84160, -6.69669, -1.81682)  0.015
H (-0.97607, -6.66027, -4.32424)  0.062
H (-1.55019, -5.06048, -4.70268)  0.065
H (-2.70549, -6.40787, -4.34143)  0.073
H (-0.46697, -5.29445, -2.36977)  0.125
H (-3.43550, -4.70778, -2.30937)  0.124
H (-2.13919, -3.47166, -2.72200)  0.114
H (-2.58581, -2.62710, 0.86801)  0.089
H (-3.85623, -2.64744, -0.40553)  0.077
H (-2.26048, -2.05297, -0.67664)  0.051
H (-2.78397, -7.04808, -1.90944)  0.070
H (-1.61141, -6.52448, -0.84859)  0.063
C (2.81971, -5.38594, -8.48262)  -0.053
C (2.39759, -5.63461, -6.97070)  -0.414
C (2.34074, -4.37716, -6.10202)  -0.236
O (2.14745, -4.62584, -4.73162)  -0.214
C (2.10673, -3.40475, -3.90440)  -0.045
N (1.05306, -6.21014, -6.96333)  0.037
H (3.68200, -4.75603, -8.70116)  0.063
H (1.95326, -4.94600, -8.97641)  0.069
H (3.08240, -6.28988, -9.03215)  0.063
H (3.09610, -6.35045, -6.53739)  0.129
H (1.58866, -3.70006, -6.50699)  0.130
H (3.31703, -3.89255, -6.11266)  0.120
H (1.39905, -2.70249, -4.34498)  0.086
H (3.10950, -2.99144, -4.01270)  0.083
H (1.87490, -3.66769, -2.87231)  0.067
H (1.21898, -7.19176, -7.13362)  0.073
H (0.91403, -6.18522, -5.96325)  0.043
C (-0.98596, 0.77950, 1.58966)  -0.060
C (0.05529, -0.09496, 2.28763)  -0.363
C (0.93249, -0.83696, 1.28084)  -0.237
O (0.20567, -1.63486, 0.43570)  -0.201
C (0.95137, -2.40553, -0.56359)  -0.039
N (0.78159, 0.82591, 3.13714)  0.052
H (-1.65026, 1.22870, 2.32791)  0.051
H (-1.54854, 0.15867, 0.89239)  0.066
H (-0.62563, 1.52412, 0.87986)  0.077
H (-0.53640, -0.72071, 2.95578)  0.138
H (1.76832, -1.42821, 1.65490)  0.102
H (1.56344, -0.15055, 0.71618)  0.116
H (1.91899, -2.71477, -0.16839)  0.092
H (0.91388, -1.76259, -1.44298)  0.075
H (0.35704, -3.29529, -0.77143)  0.073
H (1.31657, 1.51098, 2.62277)  0.053
H (0.23004, 1.42419, 3.73543)  0.029
C (0.80336, -1.03816, 6.43140)  -0.046
C (2.18263, -0.38833, 6.51402)  -0.452
C (3.18436, -1.24028, 5.71575)  -0.214
O (4.44268, -0.64009, 5.70352)  -0.196
C (5.56969, -1.41571, 5.39419)  -0.093
N (2.06565, 0.87194, 5.90417)  0.040
H (0.19189, -0.18706, 6.73114)  0.073
H (0.70919, -1.93589, 7.04239)  0.079
H (0.64448, -1.35278, 5.39996)  0.062
H (2.47835, -0.10514, 7.52420)  0.143
H (2.81699, -1.56992, 4.74391)  0.107
H (3.18827, -2.14378, 6.32548)  0.121
H (5.39725, -1.89757, 4.43181)  0.084
H (5.64557, -2.07324, 6.26022)  0.092
H (6.46581, -0.80684, 5.27443)  0.086
H (2.96807, 1.16953, 5.56185)  0.075
H (1.73975, 0.58881, 4.99108)  0.021
C (-2.23136, -0.07008, -3.24067)  -0.053
C (-2.03935, 1.47138, -3.50739)  -0.384
C (-0.82147, 1.67502, -4.47217)  -0.174
O (0.41208, 1.07764, -4.08245)  -0.170
C (0.84161, 1.26026, -2.76233)  -0.120
N (-3.30839, 1.93601, -4.02636)  0.021
H (-1.67448, -0.50906, -2.41286)  0.045
H (-1.85698, -0.61326, -4.10837)  0.076
H (-3.24579, -0.39449, -3.00874)  0.064
H (-1.85164, 1.98337, -2.56361)  0.118
H (-0.54842, 2.69551, -4.74078)  0.119
H (-1.08880, 1.31604, -5.46604)  0.120
H (1.48675, 0.45586, -2.40901)  0.067
H (0.05169, 1.10991, -2.02645)  0.071
H (1.44119, 2.14891, -2.56504)  0.080
H (-4.10611, 1.83039, -3.41597)  0.027
H (-3.71798, 1.55065, -4.86531)  0.076
C (-4.64973, 1.71071, -0.73007)  -0.037
C (-5.21381, 0.39404, -0.24227)  -0.456
C (-5.36998, 0.22891, 1.27787)  -0.193
O (-4.07358, 0.27731, 1.81573)  -0.233
C (-3.99992, 0.62905, 3.20263)  -0.084
N (-6.48167, 0.13256, -0.83576)  0.041
H (-5.20611, 2.48543, -0.20248)  0.080
H (-4.74058, 1.97522, -1.78358)  0.054
H (-3.58792, 1.70313, -0.48390)  0.075
H (-4.51785, -0.40029, -0.51206)  0.116
H (-5.71086, -0.77433, 1.53362)  0.128
H (-5.97942, 0.98469, 1.77333)  0.126
H (-4.88384, 0.24139, 3.70909)  0.096
H (-3.79690, 1.69947, 3.23581)  0.068
H (-3.11424, 0.12366, 3.58765)  0.083
H (-6.97956, 1.01007, -0.78914)  0.074
H (-6.32208, 0.07199, -1.83123)  0.070
C (3.71351, 3.03048, 2.03823)  -0.180
O (2.40007, 3.38077, 1.81705)  -0.105
H (4.45499, 3.20873, 1.25943)  0.074
H (4.11533, 3.39244, 2.98460)  0.087
H (3.86315, 1.95205, 1.98637)  0.084
H (2.32758, 4.00292, 1.08954)  0.105
C (-2.48909, 2.76061, 5.29672)  -0.149
O (-1.30947, 2.06198, 5.04008)  -0.155
H (-3.17973, 1.96098, 5.56450)  0.078
H (-2.30861, 3.34176, 6.20104)  0.090
H (-2.80847, 3.37922, 4.45802)  0.066
H (-0.76172, 2.08738, 5.82806)  0.068
C (1.09186, 4.08107, 4.84446)  -0.189
O (2.44813, 4.19777, 4.61708)  -0.113
H (0.76172, 3.20246, 4.29024)  0.047
H (0.83896, 4.01529, 5.90268)  0.082
H (0.63664, 5.01688, 4.52022)  0.081
H (2.52047, 3.84339, 3.72782)  0.006
C (1.79575, -4.01556, 3.66457)  -0.172
O (1.49367, -4.09904, 5.01305)  -0.126
H (2.76790, -4.47605, 3.48859)  0.083
H (1.05948, -4.63127, 3.14794)  0.090
H (1.92804, -2.95780, 3.43710)  0.048
H (0.54796, -3.98520, 5.13248)  0.079

Energy relative to the best compared isomer or geometry (same formula, charge and spin): 163.5 kcal/mol
Frontier orbital gap: 8.951 eV
Total charge: 0
Molar mass: 841.3 u
SMILES: COC[C@H](C)N.COC[C@H](C)N.COC[C@H](C)N.COC[C@H](C)N.COC[C@H](C)N.COC[C@H](C)N.COC[C@H](C)N.COC[C@H](C)N.CO.CO.CO.CO



# 2
# C7H11N4S

The ion C7H11N4S with charge +1 in a non-equilibrium geometry (ωB97M-V/def2-TZVPD, the OMol25 dataset).

Last column: Löwdin charge in e.
Positions of all 23 atoms, in Å:
C (2.39778, -0.67380, 1.05783)  -0.193
C (0.70050, 0.88119, 0.29860)  -0.380
C (1.83557, -0.50935, -1.39428)  -0.009
C (2.01801, 0.15990, -0.02599)  -0.264
C (0.81783, 2.29253, 0.80142)  0.008
C (-3.25928, -0.57937, 0.70531)  -0.190
C (-2.42966, -1.73967, 0.37397)  -0.309
N (2.53646, -1.34241, 1.97878)  0.226
N (-0.39584, 0.24768, 0.33078)  -0.081
N (-0.57513, -1.17295, -1.83571)  -0.228
N (2.20776, 0.04136, -2.44950)  0.216
S (-0.68386, -1.26841, -0.36848)  0.900
H (2.74462, 1.01090, 0.00073)  0.154
H (-0.18389, 2.75375, 0.94676)  0.110
H (1.60910, 2.71979, 0.10601)  0.110
H (1.37228, 2.18695, 1.80267)  0.135
H (-4.32857, -0.88495, 0.90161)  0.108
H (-3.03260, 0.01542, 1.67265)  0.109
H (-3.21830, 0.29781, -0.02674)  0.099
H (-2.68573, -2.43380, -0.44090)  0.082
H (-2.35347, -2.48374, 1.26215)  0.133
H (2.82175, 0.85797, -2.41110)  0.163
H (2.08468, -0.37679, -3.28656)  0.099

Energy relative to the best compared isomer or geometry (same formula, charge and spin): 182.0 kcal/mol
Frontier orbital gap (alpha / beta): 7.839 / 5.874 eV
Total charge: +1
Molar mass: 183.3 u



# 3
# C12H12ClNO6RhS2

A structure of composition C12H12ClNO6RhS2 (ωB97M-V/def2-TZVPD, the OMol25 dataset).

Last column: Mulliken spin population.
Positions of all 35 atoms, in Å:
Rh (0.91275, -0.49580, -0.06416)  2.525
O (2.81471, -1.30226, -0.12735)  0.399
N (3.38670, -1.56791, 1.03470)  0.459
C (4.78477, -1.55015, 1.04621)  0.084
C (5.44712, -1.54540, 2.21717)  0.060
C (4.76738, -1.53014, 3.47975)  0.388
C (3.38476, -1.44148, 3.46017)  -0.104
C (2.66037, -1.41782, 2.28183)  0.311
S (0.96047, -1.33770, 2.20097)  0.677
H (5.24116, -1.54287, 0.07040)  0.017
H (6.52810, -1.53719, 2.18132)  0.005
H (5.31525, -1.53452, 4.40768)  0.037
H (2.82002, -1.38582, 4.38044)  -0.014
O (0.55783, 3.55662, -0.15901)  -0.001
Cl (0.68424, 2.14788, -0.14256)  -0.013
O (-0.37683, 1.51153, 0.65343)  0.046
O (1.95192, 1.70631, 0.43453)  0.037
O (0.59769, 1.57031, -1.48432)  0.028
C (-3.59281, -1.98103, -0.42835)  0.001
S (-2.32295, -0.80418, 0.00552)  0.004
O (-1.06191, -1.46378, -0.53784)  0.052
C (-2.74886, 0.49550, -1.13429)  0.000
C (-3.43560, 1.59821, -0.65231)  0.000
C (-3.75442, 2.62234, -1.53018)  0.001
C (-3.36207, 2.54215, -2.85971)  0.000
C (-2.65355, 1.44044, -3.32014)  0.001
C (-2.34034, 0.40472, -2.45416)  0.001
H (-3.54907, -2.16103, -1.50047)  0.000
H (-4.55480, -1.56051, -0.13998)  0.001
H (-3.39272, -2.89301, 0.13029)  0.000
H (-3.69667, 1.66566, 0.39642)  0.000
H (-4.28572, 3.49292, -1.17109)  0.000
H (-3.59349, 3.35271, -3.53743)  0.000
H (-2.33169, 1.39335, -4.35145)  0.000
H (-1.76174, -0.44806, -2.78602)  -0.001

Energy relative to the best compared isomer or geometry (same formula, charge and spin): 0.0 kcal/mol
Frontier orbital gap (alpha / beta): 5.759 / 6.146 eV
Total charge: 0
⟨S²⟩: 8.78
Molar mass: 468.7 u
Spin multiplicity: 6



# 4
# C29H35N2ReSbSe

A structure of composition C29H35N2ReSbSe (ωB97M-V/def2-TZVPD, the OMol25 dataset).

Last column: Mulliken spin population.
Positions of all 69 atoms, in Å:
Re (0.35050, -0.44635, -0.57264)  1.121
C (0.20802, 1.18803, 3.47025)  0.008
C (0.26197, 2.54912, 3.21556)  0.008
C (0.33834, 3.01941, 1.90384)  -0.003
C (0.35079, 2.11781, 0.85994)  0.023
C (0.27490, 0.73650, 1.10348)  -0.076
C (0.21529, 0.27782, 2.41442)  -0.003
C (0.45709, 2.49312, -0.56322)  -0.045
C (0.77408, 3.75806, -1.05642)  0.000
C (0.97732, 3.92049, -2.40035)  -0.004
C (0.82651, 2.83762, -3.29379)  0.003
C (1.04181, 2.94942, -4.68636)  0.003
C (0.84787, 1.87134, -5.50169)  0.001
C (0.40927, 0.64409, -4.95982)  0.007
C (0.19753, 0.50822, -3.61254)  0.044
C (0.43194, 1.59760, -2.76127)  -0.078
N (0.28185, 1.45456, -1.39220)  -0.021
H (0.15822, 0.82853, 4.49051)  0.001
H (0.24926, 3.25305, 4.03699)  0.001
H (0.38620, 4.08542, 1.71753)  0.000
H (0.17816, -0.78579, 2.62965)  0.012
H (0.89073, 4.58690, -0.37337)  0.001
H (1.26180, 4.89087, -2.79290)  0.000
H (1.36109, 3.90148, -5.09325)  0.000
H (1.01657, 1.95691, -6.56679)  0.000
H (0.22770, -0.19455, -5.61993)  0.000
H (-0.18600, -0.42661, -3.20893)  -0.005
Se (1.68698, -2.24461, -1.22395)  0.038
C (2.82217, -3.20232, -0.01422)  -0.016
C (3.99088, -3.72017, -0.53555)  -0.002
C (4.78821, -4.46720, 0.32786)  0.001
N (4.48068, -4.70381, 1.60215)  -0.002
C (3.34587, -4.18467, 2.07258)  0.008
C (2.47301, -3.42264, 1.30689)  -0.016
H (4.28350, -3.55887, -1.56416)  -0.001
H (5.71552, -4.89689, -0.03143)  0.000
H (3.11864, -4.38967, 3.11252)  0.000
H (1.56243, -3.02585, 1.73196)  0.020
C (-4.80470, -0.53876, -1.61179)  -0.004
C (-3.43010, 0.05407, -1.31171)  -0.005
C (-3.47709, 1.26171, -0.37715)  -0.005
Sb (-2.14165, -1.41360, -0.41978)  -0.001
C (-2.21693, -3.29836, -1.46168)  0.001
C (-2.13333, -3.04627, -2.96355)  0.000
C (-3.44560, -4.10835, -1.06003)  0.000
C (-2.67759, -1.72998, 1.63884)  -0.012
C (-4.16374, -2.03430, 1.81485)  0.000
C (-1.76673, -2.82355, 2.19820)  -0.032
H (-5.42598, 0.22379, -2.08923)  -0.001
H (-5.31981, -0.85113, -0.70225)  0.001
H (-4.75664, -1.39070, -2.29028)  0.000
H (-2.91125, 0.30660, -2.23801)  0.004
H (-4.03645, 1.03655, 0.53393)  0.000
H (-3.99022, 2.08660, -0.87797)  0.000
H (-2.48561, 1.61761, -0.08768)  0.004
H (-1.30203, -3.77536, -1.10996)  -0.006
H (-3.01108, -2.51615, -3.33798)  0.000
H (-2.08520, -4.00511, -3.48516)  0.000
H (-1.24105, -2.48348, -3.24642)  -0.001
H (-4.37658, -3.56981, -1.24913)  0.000
H (-3.42510, -4.40596, -0.01308)  0.000
H (-3.47642, -5.02291, -1.65827)  0.000
H (-2.43728, -0.76825, 2.09491)  0.002
H (-4.44477, -2.98126, 1.35384)  0.000
H (-4.80477, -1.25043, 1.41037)  0.000
H (-4.38603, -2.11263, 2.88207)  0.000
H (-2.02680, -3.80383, 1.79558)  -0.001
H (-1.87805, -2.87801, 3.28430)  0.000
H (-0.71018, -2.64466, 1.98366)  0.030

Energy relative to the best compared isomer or geometry (same formula, charge and spin): 4.2 kcal/mol
Frontier orbital gap (alpha / beta): 6.013 / 6.040 eV
Total charge: +2
⟨S²⟩: 0.78
Molar mass: 798.5 u
Spin multiplicity: 2



# 5
# C4H7NOS

A cluster of 2 separate species, C4H7NOS in total in a non-equilibrium geometry (ωB97M-V/def2-TZVPD, the OMol25 dataset).

Last column: Löwdin charge in e.
Positions of all 14 atoms, in Å:
C (-2.94734, 1.06702, -0.36472)  -0.214
C (-3.18001, -0.20343, 0.29732)  -0.196
C (1.10508, 1.09697, 0.62072)  -0.335
C (0.08630, -1.15576, -0.51978)  -0.234
N (-2.70360, -1.24297, 0.50438)  0.134
O (-1.78563, 0.95873, -0.93306)  -0.144
S (-0.45756, 0.10008, 0.85921)  0.807
H (-3.19658, 2.02428, 0.01015)  0.097
H (1.81222, 0.27141, 0.82386)  0.031
H (1.01889, 1.49780, -0.36975)  0.027
H (0.99824, 1.86200, 1.34502)  0.009
H (1.13345, -1.25574, -0.34566)  0.018
H (-0.57093, -1.92993, -0.59066)  -0.011
H (-0.05755, -0.50340, -1.34494)  0.011

Energy relative to the best compared isomer or geometry (same formula, charge and spin): 107.1 kcal/mol
Frontier orbital gap: 6.972 eV
Total charge: 0
Molar mass: 117.2 u
SMILES: N#CC=O.CSC



> Among the records above, which one has the highest molar mass?

C36H104N8O12



> The highest energy relative to the best compared isomer or geometry (same formula, charge and spin) belongs to which entry?

C7H11N4S